Record 1
{
  "formula": "C3H13N3",
  "method": "wB97M-V/def2-TZVPD",
  "homo_energy_ev": -8.001,
  "smiles": "CNC.NCN",
  "lumo_ha": 0.042,
  "multiplicity": 1,
  "homo_lumo_gap_ev": 9.132,
  "largest_force_ev_per_a": 4.73,
  "symbols": ["C", "N", "C", "H", "H", "H", "H", "H", "H", "H", "N", "C", "N", "H", "H", "H", "H", "H", "H"],
  "coordinates": [[1.26629, -0.45451, 1.59680], [0.17428, 0.54743, 1.82766], [0.48165, 1.85672, 1.28938], [1.57809, -0.36053, 0.53691], [2.09018, -0.14690, 2.41770], [0.93925, -1.46151, 1.91816], [-0.50163, 0.49262, 2.50151], [0.78389, 1.76823, 0.19072], [1.41690, 2.16072, 1.68615], [-0.29031, 2.67257, 1.40745], [-1.76943, -0.30377, -2.23781], [-0.51672, -0.32556, -1.50145], [-0.11788, -1.65848, -1.20976], [-1.59577, -0.32993, -3.20637], [-2.71388, -0.55307, -1.80853], [0.26051, 0.20077, -2.01262], [-0.73420, 0.31595, -0.56887], [-0.58511, -2.31670, -0.66104], [-0.16613, -2.10408, -2.16599]],
  "mulliken_charge": [-0.801, -0.188, -0.801, 0.282, 0.278, 0.258, 0.149, 0.186, 0.323, 0.295, -0.509, -0.195, -0.572, 0.193, 0.200, 0.248, 0.242, 0.187, 0.224]
}

***

Record 2
{
  "formula": "Ba2F",
  "method": "wB97M-V/def2-TZVPD",
  "homo_energy_ev": -24.134,
  "charge": 3,
  "lumo_ha": -0.515,
  "multiplicity": 1,
  "homo_lumo_gap_ev": 10.112,
  "largest_force_ev_per_a": 3.58,
  "symbols": ["Ba", "Ba", "F"],
  "coordinates": [[-0.05153, 1.66040, -1.22622], [-0.44905, -1.95401, 0.08774], [0.50059, 0.29361, 1.13848]],
  "mulliken_charge": [1.921, 1.898, -0.818]
}

***

The E results, record by record, are as follows: -286.27550, -149.78102 a.u..